Here is a structure of composition C24H56CuN8O8 from OMol25. Energies are from ωB97M-V/def2-TZVPD.

Structure (XYZ):
```
97
Properties=species:S:1:pos:R:3:forces:R:3:lowdin_spin:R:1
Cu -0.193 -0.364 -0.195 -1.44 -1.72 -0.55 0.8796
O -0.393 0.181 -2.416 -0.45 -0.45 1.84 0.0507
O -2.320 -0.524 0.924 -0.60 1.65 0.36 0.0104
O 0.040 -2.139 1.539 -0.44 -0.19 1.06 0.0041
O 1.566 1.099 -0.633 -1.02 -2.15 0.87 0.3870
O -1.353 -2.005 -1.070 -0.05 2.20 1.34 0.0607
O 0.426 0.851 1.768 -0.85 -2.43 -4.55 0.1795
O -1.034 1.751 -0.338 -0.58 -0.47 0.67 0.0127
O 1.440 -1.631 -0.959 -1.91 1.84 -0.31 0.0124
N -0.784 1.269 -4.289 0.91 0.65 -0.76 0.0161
N -1.761 -4.152 -1.159 -1.17 -0.94 0.12 0.0100
N -1.948 3.039 -1.902 -0.46 0.18 0.59 0.0061
N -1.189 -2.681 3.386 -0.67 0.91 -1.82 0.0015
N 3.619 1.972 -0.322 -2.11 -0.19 -0.26 0.1441
N 2.214 -3.580 -0.288 2.06 -0.66 -0.43 0.0033
N 0.835 0.651 3.913 -0.24 0.25 -0.14 0.0661
N -4.179 0.772 0.558 1.25 0.46 3.09 0.0044
C -1.334 -2.802 4.786 -0.60 -0.59 0.94 0.0002
C 1.893 3.184 -1.545 0.61 1.69 -0.63 0.0193
C 1.176 2.812 2.789 0.80 0.30 0.06 0.0090
C -3.103 0.378 1.316 -0.66 -1.27 -0.46 0.0006
C -1.597 2.816 -0.630 1.92 -0.43 -1.18 0.0005
C 3.739 -1.806 -1.331 -0.12 -0.01 -0.13 0.0004
C 0.781 1.384 2.759 0.53 0.57 3.93 0.0143
C 1.529 0.289 -3.921 -2.31 0.10 0.77 0.0004
C 2.389 -2.385 -0.865 0.65 -0.12 0.99 0.0012
C -2.460 4.295 -2.434 -0.18 -0.36 0.31 0.0010
C -0.474 1.610 -5.678 -0.19 -0.56 0.10 0.0022
C -2.926 1.033 2.679 0.19 1.01 0.36 -0.0001
C 3.379 -4.459 -0.017 -0.34 0.56 -0.25 0.0004
C -1.587 3.924 0.339 -0.69 0.64 0.83 0.0000
C -1.349 -3.041 -1.721 1.74 0.57 -0.23 0.0077
C 2.350 2.000 -0.823 2.06 1.41 0.75 0.0266
C 0.034 0.580 -3.473 1.29 -0.01 -1.38 0.0011
C -0.061 -2.619 2.698 1.76 -0.34 -1.97 -0.0002
C -2.194 -4.318 0.242 0.63 0.14 0.10 0.0006
C 4.565 3.062 -0.363 0.50 -0.28 0.26 0.0234
C -0.706 -3.094 -3.080 -0.30 -0.76 0.01 0.0001
C 0.709 1.109 5.279 0.08 -0.18 0.72 0.0098
C -4.517 0.320 -0.715 -0.56 -0.21 -2.23 0.0005
C 1.173 -3.323 3.246 -0.35 0.10 0.06 0.0000
H 4.268 -2.387 -2.087 0.08 -0.21 0.30 -0.0001
H -1.275 -4.604 0.752 -0.37 -0.85 0.40 0.0004
H 4.412 -1.501 -0.530 0.11 -0.89 0.41 0.0001
H 0.891 -4.297 3.646 0.10 0.08 0.29 0.0000
H 1.963 -0.296 -3.110 0.01 0.34 0.04 0.0000
H -1.771 -4.976 -1.743 -0.13 -0.05 0.21 0.0006
H -2.307 5.112 -1.729 0.30 -0.13 -0.15 0.0000
H -0.806 -4.111 -3.458 -0.23 0.22 -0.58 0.0000
H -1.934 2.214 -2.483 0.08 0.24 0.28 0.0003
H 0.389 0.214 5.813 0.18 0.18 0.34 0.0001
H 2.204 2.783 3.150 0.00 0.52 0.47 0.0006
H -1.145 -2.326 -3.716 -0.03 -0.28 -0.11 0.0000
H -3.491 1.950 2.846 -0.07 0.24 -0.65 0.0000
H 3.910 -4.684 -0.942 -0.17 -0.22 0.02 0.0001
H 3.026 -5.378 0.452 0.21 0.15 -0.03 0.0000
H -3.614 0.179 -1.309 -0.12 -0.28 -0.06 0.0000
H 5.125 3.035 0.571 0.27 -0.02 -0.25 0.0005
H -0.556 -2.229 5.290 -0.14 -0.32 0.39 0.0000
H -0.095 1.824 5.450 0.28 0.34 -0.19 0.0029
H 1.673 1.415 5.686 -0.20 0.32 0.08 0.0038
H 2.743 3.538 -2.129 -0.26 -0.19 -0.82 0.0027
H -1.895 4.478 -3.348 -0.54 0.35 -0.13 0.0004
H -5.185 -0.540 -0.773 0.42 -0.50 0.37 0.0003
H 3.929 1.133 0.146 -0.27 -0.17 0.08 0.0017
H -2.573 4.381 0.414 -0.13 -0.10 0.35 0.0000
H 1.681 -2.731 4.008 -0.01 -0.11 0.18 0.0000
H -3.042 -5.001 0.304 0.51 -0.35 -0.04 0.0000
H -1.257 3.498 1.286 -0.22 0.27 0.00 -0.0001
H 4.143 4.065 -0.428 -0.18 -0.30 -0.33 0.0025
H -1.202 2.370 -5.963 0.29 -0.12 -0.39 0.0003
H -2.001 -2.360 2.878 0.10 0.27 -0.17 0.0000
H 4.074 -3.907 0.616 0.03 -0.35 0.27 0.0002
H -1.873 1.285 2.803 0.03 0.01 -0.28 -0.0002
H 0.577 -0.325 3.913 -0.01 0.10 -1.26 0.0008
H 1.806 4.052 -0.893 -0.38 -0.16 0.57 -0.0008
H -2.323 -2.406 5.016 0.22 0.17 0.34 0.0000
H -0.593 0.687 -6.244 -0.13 0.32 -0.53 0.0009
H 1.324 -3.850 0.107 -0.12 0.58 -0.23 0.0001
H -0.950 4.768 0.074 0.29 -0.22 -0.26 -0.0001
H 1.229 3.247 1.791 -0.38 -0.23 0.01 -0.0002
H 3.547 -0.826 -1.767 -0.52 -0.24 -0.32 0.0001
H 0.956 3.075 -2.093 0.28 -0.28 0.00 -0.0004
H -5.136 1.088 -1.178 0.25 0.25 -0.21 0.0001
H 0.549 1.955 -5.827 -0.16 0.20 0.21 0.0004
H -3.172 0.536 3.617 -0.19 -1.13 -0.53 0.0000
H -2.486 -3.446 0.827 -0.08 0.64 -1.10 0.0000
H 1.482 -0.380 -4.780 0.29 0.47 -0.36 -0.0002
H 0.526 3.415 3.423 0.21 -0.02 0.15 0.0005
H 5.172 2.767 -1.219 0.62 0.87 0.03 0.0132
H 1.868 -3.478 2.421 -0.10 0.17 0.10 0.0000
H -1.737 1.487 -4.033 0.21 -0.67 0.16 0.0002
H -3.542 4.216 -2.539 0.06 0.17 -0.63 0.0003
H -4.888 1.341 0.999 0.33 0.07 0.28 0.0001
H -1.382 -3.855 5.065 0.42 0.07 0.45 0.0001
H 2.001 1.259 -4.076 0.35 -0.34 -0.38 0.0001
H 0.370 -2.929 -3.024 -0.08 0.28 0.38 -0.0001
```
Positions in Å, forces in eV/Å.

Its total charge is +3. The electronic energy is -3627.6025 Ha. As for the HOMO-LUMO gap (alpha / beta): 9.9 / 3.6 eV. The multiplicity is 3.

---

Here is a structure of composition C12H38Ag2F3O14P from OMol25. Energies are from ωB97M-V/def2-TZVPD.

Structure (XYZ):
```
70
Properties=species:S:1:pos:R:3:forces:R:3:lowdin_spin:R:1
Ag 2.688 -1.537 -0.762 0.90 -0.33 -0.43 0.0936
Ag 0.166 1.714 0.642 -0.54 0.82 0.27 0.2712
P 0.095 -0.700 -0.069 0.51 1.18 0.46 -0.0090
F 4.715 3.190 2.246 -0.06 0.07 0.03 0.0046
F 3.660 1.328 2.562 0.11 -0.03 0.00 0.0076
F 3.493 2.927 4.010 0.00 0.10 0.14 0.0031
O -2.006 2.055 1.391 0.23 0.01 0.12 0.0065
O 0.029 0.495 -3.462 -0.10 0.06 -0.27 0.0003
O 0.069 -4.270 0.866 -0.19 -0.19 -0.06 0.0004
O -3.421 0.284 -1.352 0.12 -0.36 0.10 0.0009
O 2.320 2.813 0.599 0.26 -0.18 0.70 0.0139
O 1.188 2.926 2.489 -0.09 -0.09 0.94 0.7349
O 2.351 -0.971 -3.021 0.02 0.21 -0.13 0.0034
O -2.767 -0.524 2.486 -0.30 0.44 -0.02 0.0013
O 1.487 0.132 0.038 0.59 -0.26 -0.18 0.4287
O 0.541 -2.047 -0.621 -0.88 0.44 0.46 0.0899
O -0.697 0.239 -0.986 -0.55 -0.84 -0.04 0.0731
O -0.710 -3.387 -2.623 0.03 0.02 0.04 0.0015
O 0.912 -2.078 3.146 -0.01 0.16 0.07 0.0008
O -0.399 -0.525 1.373 -0.34 -1.10 -0.66 0.0609
C 3.172 -0.276 -3.968 0.77 -0.92 0.57 0.0000
C -0.921 0.230 -4.492 0.03 -0.54 -0.29 0.0000
C -2.076 -3.049 -2.689 -0.15 0.28 0.06 0.0000
C 2.867 2.869 -1.684 -1.06 -0.24 0.15 -0.0002
C 3.588 2.647 2.720 -0.03 -0.56 0.14 0.0361
C -1.308 -4.568 0.722 0.03 0.57 0.28 -0.0001
C 3.326 3.281 -0.297 -0.06 -0.13 -0.96 0.0012
C -4.085 -0.828 -0.754 -0.30 0.59 -0.20 0.0000
C -2.440 -0.474 3.865 0.78 -0.01 -0.01 -0.0001
C -2.748 3.204 1.757 -0.34 0.10 -0.05 0.0002
C 2.364 3.190 1.964 -0.10 1.12 -1.97 0.1079
C 1.413 -1.143 4.073 0.32 0.35 -0.48 0.0002
H 3.398 4.372 -0.248 0.20 -0.03 0.27 0.0009
H -1.907 -3.650 0.847 -0.04 -0.14 -0.16 -0.0001
H -2.520 -3.617 -3.505 -0.05 0.00 0.00 0.0001
H -0.419 0.385 -2.590 0.23 0.11 -0.13 -0.0002
H 1.449 -0.582 -3.050 -0.04 0.13 -0.28 -0.0003
H 0.232 -3.478 0.331 0.13 -0.31 0.18 -0.0004
H -0.929 -0.841 -4.732 -0.14 0.07 0.14 0.0000
H -1.929 0.544 -4.216 0.05 -0.01 0.15 0.0000
H 4.273 2.794 -0.071 0.13 0.21 0.12 0.0002
H -1.819 -1.331 4.151 -0.17 -0.03 0.00 0.0000
H 1.911 3.344 -1.938 0.24 0.29 0.06 0.0000
H -2.384 1.247 1.796 -0.04 -0.04 -0.06 0.0000
H -1.612 -5.223 1.537 0.10 -0.21 -0.11 0.0000
H 2.586 1.811 -1.676 0.48 -0.07 -0.08 -0.0004
H -3.808 2.957 1.831 0.01 0.02 0.01 0.0002
H -2.228 -1.978 -2.883 0.00 -0.09 -0.07 0.0000
H -1.530 -5.016 -0.250 -0.06 -0.08 0.04 0.0000
H 2.610 0.083 -4.822 -0.16 0.26 0.10 0.0000
H -2.473 0.223 -1.142 -0.20 0.15 -0.04 -0.0001
H -3.342 -0.468 4.469 -0.16 0.01 -0.11 0.0000
H 3.576 3.098 -2.473 0.19 -0.05 0.08 0.0000
H -1.928 -0.648 1.991 -0.09 -0.19 0.15 -0.0001
H -0.314 -2.880 -1.894 0.00 -0.23 -0.30 0.0000
H -3.403 -1.560 -0.319 0.07 0.02 -0.01 0.0000
H -0.661 0.736 -5.424 0.25 0.24 0.25 0.0000
H 3.914 -1.000 -4.319 -0.20 0.01 -0.16 0.0000
H -2.616 -3.279 -1.762 0.06 -0.15 -0.07 0.0000
H 2.456 4.307 1.943 0.02 -0.04 0.59 0.0674
H -2.418 3.636 2.706 0.09 -0.10 0.00 0.0000
H 3.763 0.487 -3.456 -0.35 0.41 -0.23 0.0001
H 2.221 -1.619 4.628 -0.18 -0.04 0.23 0.0000
H -2.634 3.945 0.968 0.04 0.01 0.01 0.0001
H -4.751 -0.459 0.031 0.05 -0.16 0.09 0.0000
H -1.844 0.424 4.097 -0.19 -0.02 0.04 0.0000
H 0.400 -1.581 2.475 0.14 -0.24 0.33 -0.0001
H 0.648 -0.744 4.750 0.03 -0.21 0.11 0.0000
H -4.702 -1.312 -1.516 0.08 -0.14 0.05 0.0000
H 1.870 -0.274 3.568 -0.12 -0.11 0.03 0.0002
```
Positions in Å, forces in eV/Å.

Its total charge is 0. The electronic energy is -2468.1315 Ha. As for the HOMO-LUMO gap (alpha / beta): 8.1 / 4.9 eV. The multiplicity is 3.